(1)
The following is a DFT calculation (ωB97M-V with the def2-TZVPD basis set) of a structure of composition C36H102N8O12.

XYZ file:
```
158
Properties=species:S:1:pos:R:3:forces:R:3
C -0.1207 -0.1809 -0.4486 0.73 0.69 -0.34
O 1.0701 -0.9085 -0.3653 -2.64 2.96 0.70
H -0.9239 -0.7864 -0.8686 0.28 0.70 0.18
H -0.2369 0.2385 0.5507 -1.23 -1.36 -2.33
H 0.0762 0.6985 -1.0618 -0.61 0.11 -0.39
H 1.3153 -1.0683 -1.2796 -0.34 -0.26 0.16
C 2.5926 0.2864 -2.6578 -0.88 0.84 0.40
O 2.8185 -0.9615 -1.9650 2.88 4.85 -4.82
H 3.4920 0.6854 -3.1268 0.13 -0.06 0.17
H 1.8241 0.2860 -3.4308 0.13 -0.50 0.17
H 2.2305 0.9552 -1.8770 0.38 -0.69 -0.75
H 3.7654 -1.0219 -2.1107 0.47 -0.82 0.38
C -6.0935 -3.2924 -1.8559 0.53 -0.63 0.99
C -5.5831 -1.9806 -1.2574 0.02 0.41 -1.44
C -4.0670 -2.0284 -0.8802 -0.87 -0.80 -1.15
O -3.3015 -2.3255 -2.0653 -2.28 -0.36 -0.33
C -2.0804 -2.9283 -1.8514 -3.97 0.64 -2.12
N -5.9484 -0.9313 -2.2131 -0.97 -4.36 -3.87
H -6.0993 -4.0178 -1.0424 -0.18 -0.49 0.06
H -5.4286 -3.7090 -2.6125 0.05 0.31 -0.15
H -7.1010 -3.2223 -2.2659 0.14 0.29 0.13
H -6.1083 -1.7907 -0.3213 -0.21 0.11 0.18
H -3.9147 -2.7566 -0.0836 -0.62 0.08 -1.08
H -3.7363 -1.0865 -0.4424 -0.34 -0.90 -1.55
H -1.4347 -2.2598 -1.2820 -3.18 0.11 -1.13
H -1.4887 -3.1636 -2.7360 -2.39 1.23 -1.31
H -2.2723 -3.8881 -1.3717 -0.25 1.08 -1.57
H -5.5862 -0.0618 -1.8487 -1.55 -1.12 -0.42
H -5.3469 -1.0533 -3.0151 -0.23 -0.94 -0.90
C -0.4961 -1.5977 1.7317 -0.19 -2.95 -0.94
C -1.8837 -1.9275 1.2189 -0.26 -0.74 -0.57
C -2.2297 -3.4079 1.0051 1.37 -1.36 0.56
O -1.4700 -4.0544 -0.0260 0.19 -0.67 4.48
C -1.6469 -5.4337 -0.0843 0.69 -0.87 0.69
N -2.9068 -1.3692 2.1424 -0.96 -4.92 0.15
H -0.3505 -1.9235 2.7617 -0.02 -0.27 -0.15
H -0.2306 -0.5442 1.6438 -1.52 -2.88 -0.40
H 0.2060 -2.1455 1.1031 -0.18 -0.04 0.37
H -1.9380 -1.3987 0.2673 -0.63 -0.07 0.43
H -3.2769 -3.6111 0.7813 0.28 -0.01 0.70
H -2.0108 -3.8814 1.9622 0.11 -0.38 0.29
H -2.6527 -5.7547 -0.3552 -0.24 0.13 0.01
H -1.3358 -5.8564 0.8710 -0.37 -0.32 0.24
H -0.9142 -5.8424 -0.7802 -0.30 0.19 -0.33
H -3.8253 -1.7275 1.9228 -0.37 -0.54 0.46
H -2.7105 -1.6894 3.0800 -0.32 -0.84 0.44
C 1.1694 -4.4500 0.2339 -0.44 -2.40 -0.88
C 1.4453 -3.5718 -1.0063 -0.79 -1.53 0.91
C 0.1480 -2.9673 -1.5833 3.87 -1.87 1.33
O 0.4015 -1.8480 -2.3705 -0.14 0.04 -1.37
C 0.9037 -1.9718 -3.6568 -0.12 0.09 -1.52
N 2.3968 -2.6589 -0.5608 2.72 -1.08 -0.19
H 0.3007 -4.1657 0.8278 0.91 0.27 0.13
H 2.0709 -4.5904 0.8303 -0.92 -0.36 -0.56
H 0.9558 -5.4785 -0.0567 -0.30 -0.18 -0.33
H 1.9722 -4.1689 -1.7506 -0.31 -0.39 -0.34
H -0.5351 -2.6444 -0.7977 3.66 -0.61 0.44
H -0.5035 -3.6402 -2.1407 2.54 -0.98 0.67
H 0.2581 -2.4744 -4.3770 -0.15 -0.99 0.38
H 1.9358 -2.3200 -3.6972 -0.15 -0.32 0.00
H 0.8707 -0.9859 -4.1205 0.27 -0.01 0.29
H 2.6707 -2.0729 -1.3365 -0.41 -2.55 1.57
H 2.0325 -1.9953 0.1078 0.68 -1.50 -0.17
C 1.7273 2.8805 -1.3778 -1.70 1.54 -0.96
C 0.5356 3.6525 -2.0027 -1.51 0.00 0.45
C -0.4097 4.2455 -0.9261 1.07 0.63 1.18
O -1.4236 3.3917 -0.4099 0.99 -0.07 -0.83
C -2.2408 3.9559 0.5765 0.25 1.06 0.68
N 1.0026 4.7202 -2.8917 0.88 -0.55 -0.15
H 1.2948 2.1097 -0.7398 -0.14 0.58 -0.97
H 2.3628 3.4789 -0.7250 -0.27 0.51 -0.51
H 2.3445 2.4421 -2.1619 -0.15 0.74 0.20
H -0.1203 2.9570 -2.5263 0.13 -0.57 -0.35
H -0.8648 5.1926 -1.2160 -0.02 0.05 -0.49
H 0.2720 4.4539 -0.1014 -0.20 0.46 0.29
H -3.0083 3.2262 0.8345 0.87 1.92 0.40
H -2.7703 4.8339 0.2066 0.11 0.32 -0.02
H -1.7021 4.1752 1.4983 0.34 0.31 -0.08
H 0.3429 5.0556 -3.5790 -0.85 0.07 0.43
H 1.6190 4.2007 -3.5002 0.79 0.29 -0.21
C 6.6393 0.4966 1.0759 -1.27 1.08 1.50
C 5.8671 0.3365 -0.2047 1.46 -0.55 -0.15
C 4.6059 1.1851 -0.2775 0.34 -0.32 0.38
O 3.7792 0.7714 0.8180 -0.86 6.69 -3.66
C 2.4708 1.2957 0.7127 1.83 -0.47 0.51
N 6.7578 0.5926 -1.3393 -0.52 0.71 -0.83
H 6.8630 1.5462 1.2664 0.63 0.29 -0.52
H 7.5244 -0.1244 1.2140 -0.25 -0.07 -0.20
H 5.9100 0.3580 1.8741 0.62 -0.70 0.41
H 5.5519 -0.7058 -0.2539 0.08 -0.02 -0.26
H 4.1397 1.0069 -1.2466 -0.05 0.08 0.33
H 4.7909 2.2557 -0.1905 0.30 0.25 0.00
H 2.0074 1.1863 1.6932 1.19 -0.86 -0.95
H 1.9965 0.6842 -0.0549 0.13 0.38 0.56
H 2.4555 2.3569 0.4642 0.48 -0.67 0.83
H 6.9017 1.5923 -1.3491 -0.13 0.49 -0.32
H 7.7035 0.2902 -1.1538 -0.03 -0.66 0.21
C -3.9536 2.6770 -1.1433 0.16 -1.15 -1.46
C -4.3196 1.2502 -1.6980 1.42 1.62 -0.23
C -3.0869 0.3378 -2.0530 -1.44 1.02 -0.33
O -2.3938 0.8607 -3.2018 1.32 -0.39 0.77
C -1.1491 0.1405 -3.4659 -0.81 1.13 -0.65
N -5.3147 0.6004 -0.8691 -0.49 6.57 1.89
H -4.6149 3.0627 -0.3674 -0.68 -0.18 -0.33
H -3.9904 3.3255 -2.0186 0.44 0.50 0.31
H -2.9789 2.6365 -0.6571 -0.92 0.17 -2.40
H -4.7466 1.4438 -2.6820 -0.39 -0.17 -0.18
H -3.4569 -0.6505 -2.3257 0.37 0.94 0.00
H -2.4957 0.2717 -1.1397 0.55 -0.01 -0.66
H -0.5811 -0.1940 -2.5978 -0.90 0.36 -0.52
H -0.5036 0.8018 -4.0440 -0.02 0.62 0.12
H -1.2622 -0.6757 -4.1794 -0.72 -0.43 0.32
H -4.9213 0.3398 0.0239 -1.15 0.49 -0.77
H -5.9856 1.3446 -0.7421 -0.61 -0.16 0.19
C 2.7856 4.9302 1.5301 -0.67 -1.26 1.46
C 2.0786 4.4967 2.8858 -0.61 0.00 -0.68
C 1.4225 3.0246 2.7588 0.63 1.42 1.31
O 0.5010 3.0304 1.7009 -0.25 0.29 -0.58
C -0.0612 1.7473 1.4278 -0.02 1.43 -0.97
N 2.9956 4.7086 4.0190 0.33 -0.90 -0.16
H 3.4057 5.8250 1.5845 -0.33 0.12 0.27
H 2.0426 4.9982 0.7356 0.23 0.12 0.05
H 3.4629 4.0945 1.3541 0.20 0.04 -0.43
H 1.2685 5.1746 3.1548 -0.74 -0.09 -0.96
H 0.8977 2.6854 3.6519 -0.15 0.99 0.57
H 2.1334 2.2026 2.6751 0.59 1.05 0.19
H -0.7498 1.7142 0.5835 0.73 2.00 0.35
H -0.6643 1.2814 2.2072 1.58 1.25 -0.40
H 0.7203 1.0904 1.0460 -1.04 1.15 1.00
H 3.0438 5.7096 4.1448 0.31 0.21 -0.10
H 2.5295 4.4031 4.8613 -0.01 -0.33 0.25
C 2.7354 -2.9972 2.0438 -1.60 1.33 1.76
C 2.8063 -1.4283 2.0541 2.24 -1.64 0.17
C 2.6705 -0.7964 3.4830 1.53 -0.54 -2.37
O 1.4122 -0.8855 3.9800 -1.26 -0.44 1.00
C 0.4566 -0.0107 3.4104 2.38 -0.39 3.20
N 4.1594 -1.1733 1.6051 1.82 -3.17 1.47
H 3.3579 -3.4623 2.8083 0.12 0.25 0.07
H 2.7922 -3.5023 1.0796 1.55 1.61 1.10
H 1.6850 -3.1298 2.3031 -0.11 -0.78 0.58
H 2.1144 -1.0518 1.3006 -0.34 0.33 1.06
H 3.0280 0.2319 3.4300 0.00 0.56 -0.08
H 3.4315 -1.2992 4.0798 -0.38 -0.27 0.39
H 0.5587 0.9892 3.8320 0.27 -0.01 0.12
H -0.5348 -0.3246 3.7370 2.33 -0.53 0.95
H 0.4766 0.0398 2.3217 1.85 0.39 2.60
H 4.3060 -0.1946 1.4036 0.20 -2.14 2.01
H 4.2642 -1.5339 0.6675 -0.23 -0.94 0.10
C -2.6154 1.2806 2.5105 0.02 -1.22 -1.52
C -2.9753 1.1710 1.0004 -0.53 -0.65 1.70
O -3.9365 0.1728 0.7682 2.32 0.59 3.10
O -1.6054 0.2813 2.8604 -3.89 5.20 1.08
H -3.4929 1.1396 3.1415 -0.08 0.24 -0.14
H -2.2084 2.2895 2.5775 0.24 -0.26 0.87
H -2.1234 1.0227 0.3369 -0.14 -0.29 0.60
H -3.3649 2.1138 0.6165 -0.81 -2.24 1.07
H -3.5923 -0.7109 0.9170 0.04 1.63 0.12
H -1.9225 -0.5736 2.5601 -0.22 1.84 0.15
```
Forces are in eV/Å.

The relative energy (zero: lowest compared OMol25 entry of this formula, charge and spin) comes out at 822.5 kcal per mole. Its lowest unoccupied orbital energy is 0.3 eV. The value obtained for the orbital gap is 6.973 eV. Its charge is 0.

Löwdin atomic charge list, values in e, 5 entries: -0.149, -0.225, 0.077, 0.033, 0.115



(2)
The following is a DFT calculation (ωB97M-V with the def2-TZVPD basis set) of a cluster of 7 separate species, C26H54N10O8 in total.

XYZ file:
```
98
Properties=species:S:1:pos:R:3:forces:R:3
C -3.8218 -7.1499 1.5512 0.18 -0.08 -0.01
C -2.7339 -6.5044 0.6775 -0.51 -0.05 -0.12
C -3.2378 -5.2562 -0.0930 0.73 0.19 0.25
C -2.2328 -4.0881 0.0395 -0.17 -0.60 -0.63
N -2.4055 -3.1243 -1.0679 -0.04 0.18 0.48
C -2.6545 -1.7644 -0.6815 -0.15 0.35 -0.44
C -1.4072 -1.0150 -0.3457 -1.65 -0.88 -0.22
N -0.4151 -0.4948 -0.1578 1.45 0.81 0.34
C -3.4128 -0.9629 -1.8272 0.15 -0.58 0.16
C -2.4360 -0.4501 -2.8165 -0.80 -0.19 0.62
N -1.6953 -0.0444 -3.5843 0.45 0.21 -0.55
O -4.3163 -1.8239 -2.5070 0.36 0.23 0.18
N -5.7177 -1.3616 -2.3089 -0.38 -0.19 0.13
O -6.1753 -1.8619 -1.3799 0.04 0.17 -0.13
H -4.3919 -6.3880 2.0994 0.14 -0.17 -0.06
H -4.5248 -7.7274 0.9385 0.04 0.17 0.13
H -3.3770 -7.8377 2.2827 -0.15 0.12 -0.15
H -1.8638 -6.2550 1.2968 -0.14 0.06 -0.12
H -2.4102 -7.2403 -0.0702 0.17 0.08 0.29
H -4.2198 -4.9421 0.2793 0.03 -0.08 -0.26
H -3.2898 -5.4722 -1.1664 -0.33 0.02 0.22
H -1.2305 -4.5283 -0.0126 -0.12 0.32 0.19
H -2.3312 -3.5870 1.0071 0.15 -0.08 -0.11
H -1.6538 -3.1940 -1.7426 -0.07 0.07 0.07
H -3.3074 -1.7342 0.2014 0.12 -0.18 -0.25
H -3.9733 -0.1277 -1.3854 0.35 0.07 -0.13
C 3.5138 1.9090 -2.8978 0.02 0.00 0.04
O 4.6387 1.7948 -2.4368 0.00 -0.03 0.04
N 2.6026 0.9256 -2.9437 0.00 0.06 -0.07
C 1.2727 1.1209 -3.4919 0.12 -0.11 0.14
C 2.9594 -0.3807 -2.4176 0.09 0.08 0.02
H 3.1462 2.8591 -3.3211 0.01 -0.02 0.00
H 0.5228 0.9172 -2.7289 -0.05 0.01 -0.05
H 1.1057 0.4479 -4.3334 -0.08 0.02 0.00
H 1.1596 2.1478 -3.8351 0.04 0.01 0.00
H 3.2243 -0.3040 -1.3625 -0.02 -0.04 0.00
H 3.8190 -0.7828 -2.9553 0.00 -0.03 0.01
H 2.1127 -1.0533 -2.5258 -0.02 0.03 0.01
C -5.5700 2.5100 -2.1003 -0.12 0.15 0.08
O -5.4400 1.4424 -1.5176 0.12 -0.07 -0.10
N -5.4505 2.6992 -3.4194 -0.02 0.05 0.03
C -5.6261 4.0089 -4.0237 0.08 -0.15 -0.09
C -5.1416 1.5668 -4.2796 -0.05 -0.05 0.14
H -5.8214 3.4352 -1.5559 0.03 -0.01 0.00
H -6.4501 3.9840 -4.7385 0.00 0.06 0.00
H -4.7166 4.3100 -4.5442 -0.04 0.09 -0.02
H -5.8488 4.7477 -3.2570 0.01 -0.01 0.02
H -5.9124 0.8013 -4.1869 0.02 -0.02 -0.02
H -4.1851 1.1280 -3.9995 0.02 -0.01 -0.07
H -5.0880 1.9054 -5.3108 0.00 0.03 0.01
C 0.6935 -3.9132 3.0152 0.05 -0.01 -0.09
O 0.0876 -4.1660 1.9879 0.06 -0.01 0.13
N 0.3478 -2.9381 3.8733 0.08 -0.01 0.11
C 1.0918 -2.6689 5.0899 -0.16 0.10 -0.13
C -0.8120 -2.1234 3.5573 0.03 -0.06 -0.11
H 1.5944 -4.4679 3.3234 -0.01 -0.01 0.02
H 0.4411 -2.7833 5.9583 0.07 0.02 0.06
H 1.4833 -1.6499 5.0704 0.05 -0.01 0.09
H 1.9264 -3.3599 5.1849 -0.01 -0.03 -0.04
H -1.7029 -2.7493 3.4810 -0.02 0.03 0.01
H -0.6666 -1.6168 2.6011 -0.03 0.02 0.02
H -0.9567 -1.3837 4.3408 0.02 -0.01 0.02
C -2.9879 6.9031 -3.7790 0.03 -0.02 -0.07
O -3.7422 6.9569 -4.7323 -0.03 -0.04 0.08
N -3.1166 7.6434 -2.6607 0.04 -0.03 0.07
C -2.1875 7.5384 -1.5536 -0.13 0.08 -0.05
C -4.2266 8.5775 -2.5730 0.03 -0.06 -0.10
H -2.1159 6.2270 -3.7527 0.00 0.01 0.02
H -2.7098 7.2312 -0.6453 0.05 -0.01 0.03
H -1.7021 8.4991 -1.3712 0.04 -0.03 0.04
H -1.4228 6.7993 -1.7834 0.00 -0.01 -0.02
H -5.1754 8.0473 -2.6615 -0.02 0.04 0.00
H -4.1718 9.3061 -3.3820 -0.04 0.02 0.01
H -4.1876 9.0933 -1.6168 0.02 -0.01 0.01
C 4.4216 -0.3370 6.7969 -0.05 -0.01 0.04
O 4.4985 -1.2068 7.6445 -0.01 0.00 -0.06
N 4.7601 -0.4899 5.5030 -0.02 0.07 -0.07
C 4.6303 0.5861 4.5433 0.06 -0.12 0.02
C 5.2727 -1.7746 5.0472 -0.09 0.01 0.05
H 4.0489 0.6773 7.0282 0.02 0.00 -0.02
H 3.9508 0.2983 3.7374 0.02 0.05 -0.03
H 5.6023 0.8259 4.1077 -0.03 0.03 -0.04
H 4.2360 1.4745 5.0346 0.00 -0.01 0.02
H 4.5319 -2.5521 5.2441 0.06 -0.05 0.00
H 6.1810 -2.0279 5.5946 -0.01 -0.05 -0.01
H 5.4934 -1.7230 3.9802 -0.06 -0.01 0.25
C 6.3957 -0.6496 1.2735 -0.04 -0.08 0.04
O 6.4755 -1.4585 2.1876 0.05 0.14 -0.23
N 7.4501 -0.0542 0.6987 0.04 0.08 -0.08
C 7.3074 0.9008 -0.3866 0.04 -0.05 0.12
C 8.7790 -0.3857 1.1847 -0.10 -0.05 0.04
H 5.4295 -0.3399 0.8416 0.03 0.01 -0.01
H 7.8248 0.5453 -1.2778 0.01 0.01 -0.04
H 7.7272 1.8660 -0.0963 -0.02 0.01 -0.04
H 6.2582 1.0351 -0.6344 -0.06 0.02 -0.05
H 8.9674 -1.4535 1.0708 0.04 0.01 0.02
H 8.8675 -0.1391 2.2433 0.04 -0.02 0.00
H 9.5172 0.1759 0.6180 -0.02 0.02 -0.02
```
Forces are in eV/Å.

Its lowest unoccupied orbital energy is -0.5 eV. The SMILES is CCCCN[C@@H](C#N)[C@@H](C#N)ON=O.CN(C)C=O.CN(C)C=O.CN(C)C=O.CN(C)C=O.CN(C)C=O.CN(C)C=O. The value obtained for the orbital gap is 8.518 eV. Its charge is 0.

Löwdin atomic charge list, values in e, 5 entries: -0.122, -0.256, -0.186, -0.210, -0.009



(3)
The following is a DFT calculation (ωB97M-V with the def2-TZVPD basis set) of the molecule C20H33N5O4.

XYZ file:
```
62
Properties=species:S:1:pos:R:3:forces:R:3
C -3.1229 1.2422 -3.7664 0.00 0.01 0.01
C -3.2980 1.3368 -2.2684 -0.01 0.01 0.01
O -2.0346 1.6114 -1.6939 0.02 -0.01 0.00
C -2.0569 1.9081 -0.3095 -0.01 -0.04 -0.02
C -2.2873 0.6475 0.5254 0.05 -0.01 -0.01
C -2.1031 0.9377 2.0120 -0.04 -0.01 0.00
N -0.7973 1.5304 2.2497 -0.01 0.04 0.04
C 0.3141 0.7976 2.5486 -0.04 -0.06 -0.14
O 1.4416 1.2371 2.4470 0.05 0.01 0.01
C 0.0698 -0.6414 2.9966 -0.05 0.10 0.05
O 1.3070 -1.2304 3.2546 -0.03 0.02 0.18
C 1.2024 -2.5769 3.6807 0.00 -0.06 -0.18
C 0.8342 -3.5227 2.5123 -0.01 -0.01 0.06
C 2.3433 -3.6299 2.1928 0.10 -0.10 0.05
N 2.8064 -2.6490 1.2287 -0.12 0.03 -0.15
C 2.3085 -2.6741 -0.0351 -0.02 0.05 0.18
O 1.6362 -3.6037 -0.4529 0.01 -0.06 -0.04
C 2.5668 -1.4550 -0.8900 0.00 0.00 -0.10
C 1.3606 -0.4967 -0.8197 0.06 -0.08 -0.06
C 1.2945 0.3989 -2.0091 -0.10 0.02 -0.04
N 1.6742 1.6629 -2.0686 0.07 -0.10 -0.06
C 1.4194 1.9928 -3.3590 -0.02 -0.01 -0.01
N 0.9113 1.0260 -4.0902 0.00 0.04 0.02
N 0.8318 0.0059 -3.2102 0.03 -0.03 0.02
C 0.3363 -1.2854 -3.6356 0.03 0.03 0.02
C 2.6182 -3.1636 3.6401 0.03 -0.02 -0.01
C -0.6155 2.7892 1.5388 0.01 0.06 -0.03
C -0.7335 2.5797 0.0297 0.18 -0.01 0.05
C -0.5380 3.8853 -0.7245 -0.06 -0.01 0.04
H -4.0766 1.0237 -4.2476 -0.01 0.00 0.00
H -2.7357 2.1798 -4.1642 0.02 -0.02 -0.01
H -2.4189 0.4481 -4.0165 0.01 0.03 -0.01
H -4.0011 2.1400 -2.0092 0.00 0.00 0.00
H -3.7093 0.3989 -1.8755 0.00 0.00 0.01
H -2.8722 2.6225 -0.1013 -0.03 0.01 -0.03
H -3.2843 0.2410 0.3459 -0.02 0.00 0.00
H -1.5589 -0.1071 0.2074 -0.02 0.01 0.01
H -2.8599 1.6524 2.3512 0.01 -0.01 -0.01
H -2.2341 0.0407 2.6119 -0.01 -0.01 0.00
H -0.5700 -0.6608 3.8905 0.00 0.03 -0.01
H -0.4679 -1.1734 2.1991 0.02 0.00 0.02
H 0.6267 -2.6455 4.6092 0.00 0.02 0.00
H 0.4475 -4.4737 2.8798 -0.02 0.02 -0.02
H 0.1863 -3.1507 1.7217 0.00 -0.01 -0.01
H 2.7068 -4.6124 1.8994 -0.03 -0.02 0.03
H 3.0948 -1.7543 1.5922 0.03 0.06 0.00
H 3.4770 -0.9258 -0.6080 0.01 -0.01 0.01
H 2.6834 -1.8275 -1.9079 0.04 0.04 -0.01
H 0.4411 -1.0876 -0.7658 0.02 0.02 0.04
H 1.4284 0.1218 0.0753 -0.01 0.01 0.01
H 1.6098 2.9708 -3.7693 0.00 0.01 0.00
H 0.2446 -1.9419 -2.7739 0.01 -0.01 0.00
H -0.6361 -1.1618 -4.1073 0.00 0.00 0.00
H 1.0264 -1.7317 -4.3503 -0.01 0.00 0.00
H 3.4331 -2.4589 3.8079 -0.01 -0.01 0.00
H 2.7161 -4.0139 4.3127 0.03 0.00 0.00
H -1.3758 3.4959 1.8885 -0.01 -0.01 0.02
H 0.3662 3.1848 1.7857 -0.02 0.01 0.01
H 0.0786 1.9070 -0.2631 -0.13 0.02 0.02
H -1.3035 4.6169 -0.4481 0.01 0.01 0.01
H 0.4425 4.3032 -0.4958 0.01 0.04 -0.01
H -0.5943 3.7187 -1.7983 0.00 -0.01 -0.01
```
Forces are in eV/Å.

The relative energy (zero: lowest compared OMol25 entry of this formula, charge and spin) comes out at 4.2 kcal per mole. Its lowest unoccupied orbital energy is 0.6 eV. The SMILES is CCO[C@H]1CCN(C(=O)CO[C@H]2C[C@@H](NC(=O)CCc3ncnn3C)C2)C[C@@H]1C. The value obtained for the orbital gap is 9.905 eV. Its charge is 0.

natural (NBO) atomic charge list, values in e, 5 entries: -0.616, -0.055, -0.551, 0.121, -0.434